This record from OMol25 describes a cluster of 4 separate species, C21H46ClN3O6 in total in a non-equilibrium geometry. The level of theory is wB97M-V/def2-TZVPD.

Its SMILES is C[C@@H](Cl)C[C@]1(CC=O)CCOC1=O.COC[C@@H](C)N.COC[C@@H](C)N.COC[C@@H](C)N. The calculation puts the electronic energy at -51798.7029 eV. As for the total charge: 0. The largest force on an atom comes out at 4.32 eV/A. The value obtained for the highest occupied orbital energy is -9.12 eV.

Cartesian coordinates (Å):
Cl (0.77871, 1.06201, -0.24441)
O (1.39659, -2.87701, 4.01563)
O (3.59753, 6.02685, -3.50178)
O (2.65629, -3.39232, -1.27064)
O (-4.32413, 1.36392, -0.75853)
O (-2.22378, -3.43773, 0.48178)
O (1.60471, -2.62877, -3.05060)
N (-0.10051, -4.68952, 5.69183)
N (1.56878, 4.55378, -2.07641)
N (-4.87308, 1.24696, -3.59106)
C (2.01395, -4.03587, 4.54802)
C (1.56013, -2.09112, 0.27975)
C (-0.22857, -3.68414, -0.74748)
C (-5.70605, 3.40062, -2.82298)
C (1.35634, -4.58812, 5.82221)
C (3.24882, 2.92698, -2.75359)
C (-3.85775, 2.62380, -0.30057)
C (4.93292, 5.66582, -3.19938)
C (2.49839, -3.29348, 0.12681)
C (1.63500, -2.76499, -1.91013)
C (0.58994, -2.36597, -0.83800)
C (-0.29414, -1.22311, -1.40136)
C (-0.62387, -0.06274, -0.47548)
C (1.68413, -3.78671, 7.07833)
C (-5.82407, 1.88638, -2.67633)
C (2.23698, 3.96026, -3.23909)
C (2.83992, 5.03008, -4.16301)
C (-1.27825, -0.46784, 0.86688)
C (-5.65955, 1.38770, -1.23160)
C (-1.10215, -3.78135, 0.47684)
C (1.77660, -1.65836, 4.63408)
H (-1.35987, 0.53350, -0.99303)
H (-4.67189, 3.74019, -2.77347)
H (3.42774, 4.57431, -4.97055)
H (-4.65007, 3.21372, 0.16713)
H (-5.99435, 0.34704, -1.19790)
H (1.75092, -5.59774, 5.97067)
H (-5.02081, 0.24115, -3.57402)
H (-6.27454, 3.91796, -2.04712)
H (0.45123, -4.53231, -0.75082)
H (1.92026, -4.79674, 3.76706)
H (2.23070, 5.18664, -1.63338)
H (-0.65909, -4.20471, 1.40025)
H (-2.33399, -0.68734, 0.78145)
H (2.73282, 2.05816, -2.34450)
H (-6.83365, 1.60917, -2.99408)
H (-1.20479, 0.38639, 1.52961)
H (-0.78582, -1.29546, 1.35455)
H (-1.19474, -1.67544, -1.78957)
H (-3.94241, 1.36505, -3.19743)
H (2.23013, -1.26180, 0.07604)
H (-3.41227, 3.18250, -1.12653)
H (-6.30132, 1.94764, -0.53920)
H (0.21848, -0.79449, -2.25455)
H (-6.09872, 3.71575, -3.78990)
H (3.88425, 2.58218, -3.57240)
H (-0.32378, -5.30951, 4.91748)
H (-0.44656, -3.78241, 5.38774)
H (2.01374, 5.56571, -4.63913)
H (5.36211, 5.01814, -3.96883)
H (1.20271, -1.94530, 1.29111)
H (2.74830, -3.54594, 7.12682)
H (2.02056, -4.16773, 0.56326)
H (3.89100, 3.31612, -1.96327)
H (-0.86706, -3.79604, -1.61510)
H (1.48275, 3.42400, -3.82311)
H (1.12963, -1.43363, 5.48432)
H (1.64743, -0.86136, 3.90081)
H (4.99579, 5.17734, -2.22432)
H (3.42060, -3.15097, 0.66321)
H (3.08840, -3.86469, 4.69422)
H (1.11973, -2.85612, 7.13236)
H (2.82203, -1.67435, 4.95318)
H (1.43229, -4.36403, 7.96783)
H (5.51957, 6.58336, -3.14974)
H (-3.07079, 2.44056, 0.43201)
H (0.82348, 5.16552, -2.39886)